The following is a quantum chemistry calculation of an isolated molecule of C7H10N2 in a non-equilibrium geometry, from the OMol25 dataset.

```
19
C7H10N2 the ωB97M-V functional and the def2-TZVPD basis
C 1.1464 1.5607 0.8469
C 0.6831 1.9250 -0.4044
C -0.2817 0.8498 -1.0406
C 0.0377 -0.5779 -1.0774
C 1.2737 -1.3632 -0.6320
C 1.6796 -1.5788 0.6197
C -2.9222 -0.3042 0.6905
H 0.6557 0.7762 1.4402
H 1.8459 2.3112 1.4537
H 1.0786 2.5915 -1.1216
H -0.9923 1.2235 -1.6692
H -0.6655 -1.1211 -1.7197
H 1.9339 -1.7593 -1.4887
H 2.6575 -2.0224 0.8588
H 1.1165 -1.3460 1.4692
H -2.2833 -0.3466 1.5576
H -3.9907 -0.4495 0.6543
N -0.7888 -0.1190 -0.0666
N -2.1840 -0.2501 -0.3710
```

## Properties
Charge: 0
Multiplicity: 1
SMILES: C=C[C@@H]1[C@H](C=C)N1N=C
DFT total energy, hartree: -382.0485
Relative energy (zero: lowest compared OMol25 entry of this formula, charge and spin), eV: 5.542

Here are the Löwdin charges for atoms 1 to 6, given in e: atom 1 (C): -0.007, atom 2 (C): -0.065, atom 3 (C): -0.194, atom 4 (C): -0.278, atom 5 (C): -0.103, atom 6 (C): -0.005

The following is a quantum chemistry calculation of a cluster of 32 separate species, C14H94N2O34Si in total in a non-equilibrium geometry, from the OMol25 dataset.

```
145
C14H94N2O34Si the ωB97M-V functional and the def2-TZVPD basis
C 2.8397 3.1756 3.9577
C 2.2995 1.6643 4.3551
C 2.9475 0.6072 3.2546
C 2.5552 -0.9550 3.5607
O 2.1170 -1.7284 2.3853
Si 0.3946 -1.5579 2.0817
N -0.2617 -0.0801 2.9495
C 0.1987 -1.3506 0.1515
C 0.2921 0.2679 -0.1906
C 0.6292 0.5637 -1.7930
N 2.0243 1.1496 -1.8680
C -0.6713 -3.0471 2.7844
C -2.2372 -3.0159 2.2509
C -3.3056 -2.4246 3.3613
C -4.1980 -1.2633 2.5702
C -5.7129 -1.0728 3.1659
O -5.9812 0.2307 3.7920
C -5.9005 1.3432 2.8332
C -7.2161 1.9388 1.9894
O -4.7402 2.0152 2.5919
H 3.7708 3.3824 4.6504
H 3.2229 3.2683 2.8492
H 2.0532 4.0293 4.2210
H 2.7046 1.4317 5.4528
H 1.1299 1.6042 4.4312
H 2.5828 0.8760 2.1755
H 4.1241 0.8024 3.2632
H 3.5436 -1.4760 3.9791
H 1.7533 -1.0647 4.4120
H -1.1877 0.0797 2.4536
H -0.5475 -0.3896 3.9136
H -0.8381 -1.7159 -0.2569
H 1.0375 -1.8949 -0.4618
H -0.7696 0.7690 0.0021
H 1.0762 0.8465 0.4627
H -0.1135 1.3903 -2.2283
H 0.4721 -0.3995 -2.4650
H 1.9576 2.0731 -1.3512
H 2.7177 0.5575 -1.3562
H -0.1923 -4.0267 2.3058
H -0.5801 -3.1512 3.9568
H -2.2505 -2.2949 1.3074
H -2.5662 -4.0937 1.9280
H -3.9544 -3.3012 3.7879
H -2.6984 -1.9550 4.2752
H -3.5347 -0.2991 2.5703
H -4.3115 -1.5850 1.4319
H -6.4652 -1.1779 2.2452
H -6.0088 -1.9709 3.8943
H -8.0604 2.2565 2.7548
H -6.9066 2.9482 1.4338
H -7.5882 1.2127 1.1507
O 1.8346 2.5457 -4.6564
H 2.1575 1.8304 -5.2246
H 1.8266 2.1549 -3.7698
O -6.1915 -2.7353 0.3082
H -6.0333 -2.4296 -0.5975
H -7.1564 -2.8022 0.3675
O 5.5085 -2.5802 2.6100
H 5.6667 -2.2744 1.7042
H 4.5436 -2.6470 2.6692
O 1.6561 5.1421 -6.2843
H 1.9954 4.4674 -5.6773
H 2.1673 5.0052 -7.0960
O 1.9734 2.6141 -7.8445
H 1.8354 2.1229 -8.6682
H 1.1100 3.0152 -7.6636
O -4.5524 -5.0046 4.8896
H -4.2089 -5.8495 5.2169
H -5.2199 -4.7533 5.5456
O -0.4390 -6.3579 1.7084
H -1.0997 -6.9518 2.0951
H 0.1575 -6.9520 1.2285
O 1.9518 4.6191 -2.8677
H 1.2896 5.3264 -2.8671
H 1.6774 4.0421 -3.5962
O 0.5213 4.7075 5.8357
H 0.0955 5.5409 6.0864
H -0.1981 4.0589 5.8654
O 2.8561 0.9991 -10.6431
H 3.1954 0.3244 -10.0361
H 3.3673 0.8623 -11.4548
O 4.1476 0.2167 -4.1099
H 4.4911 -0.6281 -3.7826
H 3.4801 0.4680 -3.4539
O 3.1969 -1.0332 -6.6152
H 4.0223 -1.1049 -6.1129
H 3.0996 -0.0818 -6.7711
O 1.3218 -7.2742 -1.0542
H 0.7150 -6.7977 -1.6403
H 1.9819 -6.6083 -0.8093
O -3.0069 -7.2018 4.6876
H -2.9669 -7.1482 3.7209
H -2.6075 -8.0609 4.8910
O 0.9346 8.3548 -5.3528
H 1.2575 7.6394 -5.9210
H 0.9266 7.9640 -4.4661
O -10.1401 3.2213 2.0670
H -10.4113 4.1514 2.0787
H -10.5299 2.8535 2.8743
O -8.6477 -1.4275 4.8533
H -9.2545 -0.9510 4.2671
H -7.9876 -0.7617 5.0981
O 6.5783 0.6691 3.7610
H 6.3418 0.4934 4.6840
H 6.1901 -0.0736 3.2744
O -4.8096 -5.7113 1.7316
H -5.0808 -4.7812 1.7433
H -5.1994 -6.0790 2.5389
O 4.3563 2.3041 6.7430
H 5.3060 2.2695 6.9322
H 4.0479 3.0806 7.2340
O 1.5866 7.2577 6.7701
H 1.9259 6.5829 7.3771
H 2.0978 7.1208 5.9584
O 5.5563 2.0650 -11.4309
H 6.5060 2.0305 -11.2418
H 5.2479 2.8415 -10.9400
O 6.0523 0.0324 1.0443
H 5.4455 0.5089 0.4582
H 6.7124 0.6982 1.2891
O 7.2823 -0.6790 -11.2756
H 6.6201 0.0283 -11.2750
H 7.0079 -1.2560 -12.0041
O -7.5094 4.6070 -0.9713
H -6.6670 4.3773 -0.5513
H -8.1133 4.7428 -0.2257
O 4.0636 4.8057 -10.6043
H 3.5847 5.5832 -10.9284
H 3.3619 4.1886 -10.3478
O 7.0563 -3.1674 -0.6928
H 8.0060 -3.2019 -0.5036
H 6.7479 -2.3909 -0.2018
O -9.1364 -2.9103 -0.0195
H -9.6153 -2.1329 -0.3436
H -9.8381 -3.5274 0.2370
O -3.9096 -8.8988 6.7967
H -4.1808 -7.9686 6.8085
H -4.2994 -9.2665 7.6040
O 3.8236 -3.1464 -4.7363
H 3.8636 -3.0928 -5.7029
H 4.2230 -4.0055 -4.5328
O 4.6518 6.2650 -2.5806
H 4.2260 7.0985 -2.3299
H 3.9324 5.6165 -2.5510
```

## Properties
Charge: 0
Multiplicity: 1
DFT total energy, hartree: -3546.7315
Relative energy (zero: lowest compared OMol25 entry of this formula, charge and spin), eV: 5.749

Here are the Löwdin charges for atoms 1 to 6, given in e: atom 1 (C): -0.142, atom 2 (C): -0.241, atom 3 (C): -0.173, atom 4 (C): -0.255, atom 5 (O): -0.282, atom 6 (Si): 0.518

The following is a quantum chemistry calculation of a structure of composition C6H9NO in a non-equilibrium geometry, from the OMol25 dataset.

```
17
C6H9NO the ωB97M-V functional and the def2-TZVPD basis
C -2.3849 0.0340 0.4887
C 0.0076 0.2327 -0.3041
C 1.2160 -0.5241 -0.6545
N -0.2561 1.4474 -0.9542
C 1.8141 0.6269 0.5420
C -0.9353 -0.2962 0.5458
C 1.6634 -1.7478 -0.4209
O 2.8736 1.1521 0.3196
H 0.4702 2.1462 -1.0330
H -0.6958 1.3806 -1.8612
H 1.4114 0.7792 1.5583
H -0.6377 -1.1176 1.1810
H 1.3408 -2.5754 -1.0372
H 2.5287 -1.9330 0.2060
H -2.5840 1.1067 0.4950
H -2.8862 -0.3455 -0.4071
H -2.9458 -0.3662 1.3357
```

## Properties
Charge: 0
Multiplicity: 1
DFT total energy, hartree: -363.8302
Relative energy (zero: lowest compared OMol25 entry of this formula, charge and spin), eV: 5.281

Here are the Löwdin charges for atoms 1 to 6, given in e: atom 1 (C): -0.113, atom 2 (C): -0.451, atom 3 (C): -0.087, atom 4 (N): 0.074, atom 5 (C): -0.210, atom 6 (C): -0.098

The following is a quantum chemistry calculation of the ion C6H5N2 with charge +1 in a non-equilibrium geometry, from the OMol25 dataset.

```
13
C6H5N2 the ωB97M-V functional and the def2-TZVPD basis
C -2.3317 0.6475 0.2313
C -1.3403 1.4738 0.1410
C -2.5329 -0.6800 0.0062
C -1.3023 -1.2951 -0.2304
C -0.1332 -0.6701 0.0445
C 2.2172 -0.0976 0.0973
N 1.0200 -0.4147 0.1811
N -0.3270 1.9120 -0.3584
H -3.4363 -1.2655 -0.0117
H -0.9975 -2.1753 -0.6660
H 2.9823 -0.7546 -0.3198
H 2.5822 0.8744 0.5857
H -0.0071 2.7633 -0.7443
```

## Properties
Charge: +1
Multiplicity: 1
SMILES: C=[N+]=C=CC=C=C=N
DFT total energy, hartree: -340.6482
Relative energy (zero: lowest compared OMol25 entry of this formula, charge and spin), eV: 4.927

Here are the Löwdin charges for atoms 1 to 6, given in e: atom 1 (C): 0.048, atom 2 (C): -0.140, atom 3 (C): -0.025, atom 4 (C): 0.028, atom 5 (C): 0.011, atom 6 (C): 0.137

The following is a quantum chemistry calculation of a structure of composition CH2FNO2 in a non-equilibrium geometry, from the OMol25 dataset.

```
7
CH2FNO2 the ωB97M-V functional and the def2-TZVPD basis
C -1.3564 0.0762 0.0437
N 1.1881 -0.0966 0.0358
O -2.3271 0.6886 0.0191
O 0.3097 0.9591 -0.0367
F -1.0579 -1.2079 0.2126
H 1.9753 0.2770 0.4886
H 1.2683 -0.6964 -0.7632
```

## Properties
Charge: 0
⟨S²⟩: 2.008
Multiplicity: 3
DFT total energy, hartree: -344.1801
Relative energy (zero: lowest compared OMol25 entry of this formula, charge and spin), eV: 0.000

Here are the Löwdin charges for atoms 1 to 6, given in e: atom 1 (C): -0.444, atom 2 (N): 0.086, atom 3 (O): 0.171, atom 4 (O): -0.089, atom 5 (F): 0.070, atom 6 (H): 0.092

The following is a quantum chemistry calculation of a structure of composition C3H4LiO2 in a non-equilibrium geometry, from the OMol25 dataset.

```
10
C3H4LiO2 the ωB97M-V functional and the def2-TZVPD basis
O 0.3599 -1.1550 1.0878
C 1.0617 -0.3137 0.5365
C -1.7562 -0.4385 -0.5842
O 0.3336 0.7207 -0.1429
C -1.1134 0.7774 -0.0320
H -2.3571 -1.0919 0.0498
H -1.6113 -0.6952 -1.6364
H -1.3631 0.9095 1.0295
H -1.3899 1.6730 -0.6066
Li 1.9707 0.9475 -0.6970
```

## Properties
Charge: 0
⟨S²⟩: 0.755
Multiplicity: 2
DFT total energy, hartree: -274.6307
Relative energy (zero: lowest compared OMol25 entry of this formula, charge and spin), eV: 1.888

Here are the Löwdin charges for atoms 1 to 6, given in e: atom 1 (O): -0.071, atom 2 (C): -0.396, atom 3 (C): 0.043, atom 4 (O): -0.351, atom 5 (C): -0.284, atom 6 (H): 0.056

The following is a quantum chemistry calculation of a cluster of 2 separate species, C2H5N3OS in total in a non-equilibrium geometry, from the OMol25 dataset.

```
12
C2H5N3OS the ωB97M-V functional and the def2-TZVPD basis
C -0.4010 0.9011 0.2245
C 1.1758 -0.3272 1.6033
H -1.7312 -1.0282 -0.5555
H -0.2990 -2.1729 -0.9472
H 0.4473 0.4690 -1.8001
H -0.6356 1.9915 -1.4687
H 1.7550 0.5869 0.5997
N -0.7239 -1.2085 -0.4813
N 0.1133 -0.0787 -0.8321
N -0.7135 2.0968 -0.3226
O 1.6225 -1.5176 2.0679
S -0.6096 0.2878 1.9122
```

## Properties
Charge: 0
Multiplicity: 1
DFT total energy, hartree: -716.6514
Relative energy (zero: lowest compared OMol25 entry of this formula, charge and spin), eV: 7.871

Here are the Löwdin charges for atoms 1 to 6, given in e: atom 1 (C): -0.781, atom 2 (C): -0.415, atom 3 (H): 0.072, atom 4 (H): 0.169, atom 5 (H): 0.186, atom 6 (H): 0.092

The following is a quantum chemistry calculation of a structure of composition C8H11CoNPS in a non-equilibrium geometry, from the OMol25 dataset.

```
23
C8H11CoNPS the ωB97M-V functional and the def2-TZVPD basis
C 0.3910 0.1838 -1.9655
C -0.8784 -0.4738 -1.8225
C -0.6689 -1.6668 -1.0647
C 0.7128 -1.7464 -0.7303
C 1.3728 -0.5956 -1.2578
Co -0.0848 -0.0286 -0.0951
P -0.5823 2.1040 -0.0375
H 0.6016 1.0861 -2.5297
H -1.8230 -0.1543 -2.2483
H -1.4227 -2.4041 -0.8075
H 2.4279 -0.3842 -1.1846
H 1.1936 -2.5503 -0.1872
H -1.5892 2.4713 0.9009
H -1.0328 2.8191 -1.1682
H 0.4924 2.9422 0.3814
S -1.1162 -0.8726 4.0255
C 0.1496 0.3223 3.9756
C 0.6024 0.5162 2.6921
N -0.1285 -0.2497 1.7561
C -1.0717 -1.0415 2.3346
H 0.5078 0.8511 4.8476
H 1.4039 1.1847 2.3670
H -1.6790 -1.7534 1.7776
```

## Properties
Charge: -1
⟨S²⟩: 3.797
Multiplicity: 4
DFT total energy, hartree: -2488.3700
Relative energy (zero: lowest compared OMol25 entry of this formula, charge and spin), eV: 0.976

Here are the Löwdin charges for atoms 1 to 6, given in e: atom 1 (C): -0.301, atom 2 (C): -0.253, atom 3 (C): -0.207, atom 4 (C): -0.206, atom 5 (C): -0.215, atom 6 (Co): 0.029

Which of these has the highest charge?
C6H5N2